Arrangement i

{
  "formula": "C15H21NO3",
  "method": "wB97M-V/def2-TZVPD",
  "homo_lumo_gap_ev": 9.06,
  "multiplicity": 1,
  "smiles": "Cc1ccc(OCCCC(=O)N2CCOCC2)cc1",
  "homo_ev": -8.313,
  "total_charge": 0,
  "elements": ["C", "C", "C", "C", "C", "O", "C", "C", "C", "C", "O", "N", "C", "C", "O", "C", "C", "C", "C", "H", "H", "H", "H", "H", "H", "H", "H", "H", "H", "H", "H", "H", "H", "H", "H", "H", "H", "H", "H", "H"],
  "positions_angstrom": [[0.9995, 3.2242, -6.0997], [0.6688, 2.3137, -4.9554], [1.6822, 1.6536, -4.2656], [1.3944, 0.8116, -3.2146], [0.0727, 0.6007, -2.8173], [-0.1024, -0.2478, -1.7654], [-1.4151, -0.5205, -1.3196], [-1.3258, -1.5133, -0.1668], [-0.5529, -0.9297, 1.0135], [-0.4874, -1.9287, 2.1568], [-1.0768, -2.9918, 2.1258], [0.2848, -1.5830, 3.2178], [0.9332, -0.3154, 3.4627], [0.2990, 0.3373, 4.7007], [0.3851, -0.5067, 5.8228], [-0.2582, -1.7409, 5.5834], [0.3506, -2.4561, 4.3750], [-0.9454, 1.2544, -3.4986], [-0.6391, 2.0988, -4.5545], [1.4828, 2.6661, -6.9011], [0.1020, 3.6916, -6.4967], [1.6865, 4.0061, -5.7785], [2.7107, 1.8044, -4.5605], [2.1785, 0.2980, -2.6803], [-2.0110, -0.9514, -2.1357], [-1.8995, 0.4084, -0.9839], [-0.8215, -2.4169, -0.5092], [-2.3314, -1.7897, 0.1505], [0.4557, -0.6766, 0.6832], [-1.0463, -0.0179, 1.3610], [0.8480, 0.3491, 2.6069], [1.9950, -0.5013, 3.6666], [0.8268, 1.2547, 4.9664], [-0.7559, 0.5717, 4.4862], [-0.1288, -2.3321, 6.4907], [-1.3316, -1.5748, 5.4056], [-0.2018, -3.3671, 4.1436], [1.3994, -2.6974, 4.5793], [-1.9791, 1.1169, -3.2221], [-1.4458, 2.5977, -5.0729]]
}

Arrangement ii

{
  "formula": "C15H21NO3",
  "method": "wB97M-V/def2-TZVPD",
  "homo_lumo_gap_ev": 8.80,
  "multiplicity": 1,
  "smiles": "CCC(=O)c1ccc(OCCN2CCOCC2)cc1",
  "homo_ev": -8.225,
  "total_charge": 0,
  "elements": ["C", "C", "C", "O", "C", "C", "C", "C", "O", "C", "C", "N", "C", "C", "O", "C", "C", "C", "C", "H", "H", "H", "H", "H", "H", "H", "H", "H", "H", "H", "H", "H", "H", "H", "H", "H", "H", "H", "H", "H"],
  "positions_angstrom": [[-6.9103, -0.6234, 0.2465], [-5.6323, 0.1978, 0.1399], [-4.4057, -0.6855, 0.0125], [-4.4883, -1.8950, 0.0007], [-3.0950, -0.0026, -0.0969], [-1.9563, -0.7988, -0.2173], [-0.6940, -0.2526, -0.3176], [-0.5366, 1.1322, -0.3035], [0.6371, 1.8003, -0.4139], [1.8582, 1.0896, -0.4295], [2.2508, 0.6327, 0.9968], [3.4587, -0.1255, 1.1621], [4.7244, 0.5313, 0.9025], [5.2434, 0.3067, -0.5253], [5.3072, -1.0696, -0.8319], [4.0398, -1.6763, -0.7079], [3.4806, -1.5032, 0.7122], [-1.6747, 1.9387, -0.1892], [-2.9293, 1.3846, -0.0870], [-7.7763, 0.0279, 0.3361], [-7.0283, -1.2491, -0.6344], [-6.8662, -1.2741, 1.1161], [-5.5130, 0.8261, 1.0260], [-5.6767, 0.8528, -0.7336], [-2.0860, -1.8709, -0.2283], [0.1536, -0.9136, -0.4099], [2.5878, 1.8097, -0.8094], [1.8049, 0.2416, -1.1209], [1.4297, 0.0344, 1.4042], [2.3371, 1.5324, 1.6149], [4.6282, 1.5982, 1.1051], [5.4573, 0.1051, 1.5984], [6.2627, 0.6839, -0.6244], [4.5991, 0.8178, -1.2575], [4.1886, -2.7343, -0.9317], [3.3528, -1.2480, -1.4548], [2.4770, -1.9251, 0.7773], [4.1349, -2.0542, 1.3988], [-1.5371, 3.0086, -0.1843], [-3.7800, 2.0415, 0.0017]]
}

Quick ranking, most stable first: arrangement i, arrangement ii.

Arrangement i

{
  "formula": "C4H14NOS2",
  "method": "wB97M-V/def2-TZVPD",
  "homo_lumo_gap_ev": 9.15,
  "multiplicity": 1,
  "homo_ev": -12.293,
  "total_charge": 1,
  "elements": ["N", "C", "C", "C", "S", "S", "C", "H", "H", "H", "H", "H", "H", "H", "H", "H", "H", "H", "H", "H", "H", "O"],
  "positions_angstrom": [[-1.4088, 0.7497, 0.6112], [-1.5391, -0.6944, 0.2694], [-2.5177, -0.8717, -0.8836], [-0.1926, -1.3081, -0.1142], [0.9775, -1.3167, 1.2992], [2.2425, 0.1934, 1.0628], [3.7719, -0.4807, 0.3390], [-2.2896, 1.2511, 0.6592], [-0.8991, 0.8685, 1.4875], [-0.8483, 1.2158, -0.1164], [-1.8907, -1.2110, 1.1638], [-2.7378, -1.9135, -1.1391], [-2.0754, -0.3989, -1.7610], [-3.5682, -0.6444, -0.6536], [-0.2977, -2.3544, -0.3856], [0.1558, -0.7275, -0.9778], [4.5201, 0.3085, 0.4125], [3.7073, -0.8433, -0.6905], [4.2694, -1.3364, 0.8079], [0.3997, 3.7995, -0.0458], [0.0325, 2.8604, -1.1461], [0.1884, 2.8541, -0.1989]]
}

Arrangement ii

{
  "formula": "C4H14NOS2",
  "method": "wB97M-V/def2-TZVPD",
  "homo_lumo_gap_ev": 8.70,
  "multiplicity": 1,
  "homo_ev": -12.208,
  "total_charge": 1,
  "elements": ["N", "C", "C", "C", "S", "S", "C", "H", "H", "H", "H", "H", "H", "H", "H", "H", "H", "H", "H", "H", "H", "O"],
  "positions_angstrom": [[-0.3450, 2.0107, 0.2056], [0.1786, 1.5316, -1.2248], [0.7361, 2.7650, -1.9427], [1.1141, 0.3241, -1.0062], [0.5357, -1.4206, -0.8863], [-1.0695, -1.6336, 0.0520], [-1.0424, -1.8685, 1.8550], [0.3230, 2.0542, 1.0365], [-0.8110, 3.0323, 0.1577], [-1.1110, 1.2874, 0.5600], [-0.7330, 1.1380, -1.6155], [1.1584, 3.6425, -1.2527], [-0.1374, 3.2401, -2.5605], [1.6469, 2.4484, -2.4667], [1.6976, 0.2429, -2.0065], [1.7479, 0.5946, -0.1998], [-0.1294, -1.3569, 2.1834], [-1.2799, -2.9371, 2.0474], [-1.8928, -1.3425, 2.3623], [0.6905, 0.6924, 3.6834], [1.1883, 0.7503, 2.3018], [0.3350, 0.5990, 2.6990]]
}

Quick ranking, most stable first: arrangement i, arrangement ii.

Arrangement i

{
  "formula": "C3H6BN",
  "method": "wB97M-V/def2-TZVPD",
  "homo_lumo_gap_ev": 10.30,
  "multiplicity": 1,
  "smiles": "B1CC=NC1",
  "homo_ev": -9.670,
  "total_charge": 0,
  "elements": ["B", "C", "C", "N", "C", "H", "H", "H", "H", "H", "H"],
  "positions_angstrom": [[0.8181, -0.6243, 0.5126], [-0.6638, -0.0022, 0.8655], [-1.0289, 0.6792, -0.3236], [-0.2562, 0.8010, -1.2709], [0.9778, -0.1516, -0.9408], [1.4385, -1.3080, 1.1673], [-1.2162, -0.7531, 1.2976], [-0.7131, 0.7492, 1.7502], [-1.9623, 1.3444, -0.1850], [1.9122, 0.2982, -1.3166], [0.6940, -1.0329, -1.5564]]
}

Arrangement ii

{
  "formula": "C3H6BN",
  "method": "wB97M-V/def2-TZVPD",
  "homo_lumo_gap_ev": 10.06,
  "multiplicity": 1,
  "smiles": "B1CC=NC1",
  "homo_ev": -9.513,
  "total_charge": 0,
  "elements": ["B", "C", "C", "N", "C", "H", "H", "H", "H", "H", "H"],
  "positions_angstrom": [[0.8484, 0.7357, -0.0329], [0.8729, -0.8081, 0.0274], [-0.6715, -1.1597, -0.0313], [-1.4460, -0.1600, 0.0167], [-0.6948, 1.0515, -0.0613], [1.4748, 1.6718, 0.2669], [1.5704, -1.1332, -0.8005], [1.2822, -1.2949, 0.8068], [-1.1066, -2.0751, -0.2124], [-0.9116, 1.6847, 0.8912], [-1.2182, 1.4873, -0.8707]]
}

Quick ranking, most stable first: arrangement i, arrangement ii.